Entry from OMol25: a 9-piece molecular cluster, C41H80F7N12O11S5 overall at a distorted geometry (wB97M-V/def2-TZVPD).

```
! RIJCOSX wB97M-V def2-TZVPD def2/J DEFGRID3
* xyz 4 2
F 7.4837 9.8909 -13.5651
C 0.2219 11.2991 -16.5365
H 1.4471 14.1614 -16.0020
C 11.9262 5.5648 -13.7570
S 6.3673 10.0228 -16.1396
H 6.2034 16.8036 -11.5039
F 9.9217 16.5048 -10.1182
N 5.2729 8.2717 -20.0015
H 13.1204 10.6170 -14.4468
S 10.5797 15.0345 -10.3919
O 5.4678 11.0408 -16.7198
N 1.5605 10.9401 -16.6015
H 7.6645 14.9315 -12.8448
N 10.9406 8.8768 -14.7426
H 4.1619 12.5129 -18.3538
H 11.6699 10.5564 -20.2823
H 6.8878 13.3288 -12.7205
H 4.7563 5.7521 -17.0159
H 5.7897 13.3645 -16.7654
N 11.4922 6.7550 -14.5457
C 6.8494 13.7138 -10.1288
H 16.2049 10.0441 -16.9271
H 12.5377 8.2893 -13.3828
N 6.2472 14.6937 -11.2096
H 7.5165 14.0025 -16.8005
H 9.2994 14.3173 -20.7470
C 1.3084 13.1224 -16.2618
H 8.5656 14.7651 -18.6786
C 6.7403 8.2336 -21.9421
O 5.1842 7.6540 -12.0688
H -0.5828 10.5851 -16.6325
O 5.6968 8.7435 -16.0147
H -0.2574 15.3742 -15.7731
H 10.0879 10.6285 -15.1528
H 12.5061 4.8286 -14.3136
H 3.3218 12.1532 -16.4391
H 2.5837 11.6403 -20.1278
O 3.2828 10.1740 -13.2693
C 4.5610 12.4090 -19.3627
C 7.7204 14.6788 -19.3614
H 8.1025 11.2541 -10.9869
H 5.9547 9.8742 -21.0698
H 4.3282 13.1579 -12.8367
C 4.4892 14.2332 -12.7600
H 7.0928 11.5586 -18.7045
F 7.7491 11.7592 -14.6166
F 5.7731 11.3289 -13.7252
F 9.7999 12.9743 -13.2976
N 12.6166 9.4223 -18.8018
H 4.9265 11.3821 -19.3687
N 4.1512 6.9206 -18.5964
O 4.4298 9.4451 -10.5257
H 2.9307 6.0099 -17.0281
H 7.8968 13.8120 -10.4140
C 13.7252 8.5113 -16.9876
N 10.0102 15.0153 -11.7968
F 1.3268 8.8039 -13.7911
C 6.5225 14.0115 -17.2476
H 3.1659 9.5905 -16.9825
H 9.4012 12.1633 -20.3191
H 7.7315 8.5560 -22.2611
C 5.3672 7.4937 -18.8454
H 6.1132 15.0176 -17.1567
H 9.3442 10.0194 -19.6998
C 8.2678 13.9726 -20.6753
C 10.2135 8.1626 -15.6877
H 3.5156 14.7026 -12.9009
H -0.6387 15.0224 -17.4089
C -1.0226 14.9095 -16.3950
C 6.6884 16.1413 -10.7867
H 7.2361 15.6300 -19.5824
H 3.5793 12.4043 -21.3056
H 6.0129 8.4238 -22.7312
C 4.7380 14.6100 -11.3325
O 9.9236 14.3126 -9.3369
H 13.6616 11.3037 -18.7747
H 5.8380 13.5628 -20.6523
O 10.8058 12.3809 -11.2736
H 12.6428 5.9713 -13.0432
C 7.7430 12.4058 -18.9227
H 6.2237 7.3446 -18.2046
C 6.8554 10.8037 -14.4067
N 14.1726 9.8416 -17.2209
H 12.3548 11.0178 -15.9554
N 0.0383 12.6355 -16.3512
O 7.6141 9.9267 -16.9048
H 8.5189 12.4942 -18.1623
C 11.4769 9.6217 -19.7558
H 4.3156 13.9056 -10.6159
H 7.2936 9.1089 -20.0547
H 9.9024 8.7103 -18.7302
H 15.0430 10.3994 -15.4542
C 12.8325 8.3175 -18.0007
H 5.4519 11.9794 -9.4984
C 13.4891 10.3354 -18.3284
H 11.1051 5.0631 -13.2450
C 6.4191 8.9646 -20.6892
H 9.5009 8.6842 -16.3093
C 3.3560 12.4014 -20.2387
C 2.2429 12.1051 -16.4429
H 5.8397 12.1464 -11.1551
C 3.9238 8.1884 -20.4216
H 2.8511 13.3485 -20.0482
H 7.9690 11.3528 -9.1628
C 10.1673 9.7174 -19.0522
O 11.9938 15.3232 -10.1743
H 1.9105 8.8912 -15.9368
O 12.0166 13.8240 -13.0430
H -1.9148 15.5221 -16.2658
H 11.5044 8.7912 -20.4613
H 1.6329 9.0813 -17.6577
H -1.9861 13.0197 -16.7837
H 3.7014 4.9131 -18.0766
O 3.3912 7.8111 -14.2410
C 6.7296 14.4051 -12.6528
H 6.7765 14.1904 -9.1512
C 11.8366 8.0203 -14.1591
H 3.5874 8.7515 -21.2796
H 10.1107 5.9940 -15.9948
S 10.8258 13.5677 -12.2002
F 4.0208 7.0706 -10.1281
H 10.1584 10.4238 -18.2222
C 5.6195 14.7962 -13.5674
C 10.5300 6.8626 -15.5087
N 2.5370 8.1542 -11.8610
H 5.5492 14.3852 -14.5745
H 12.2290 7.4518 -18.2305
H 4.9491 14.5395 -19.4766
C 6.2675 12.2706 -10.1603
H 15.4125 11.5414 -16.6209
H 7.1000 10.2217 -9.9955
H 7.7590 11.8961 -21.0369
C 3.8478 5.8842 -17.6036
H 7.7643 16.3024 -10.8543
N 6.7825 13.6275 -18.7221
H 12.3096 12.0752 -14.5258
C 12.2149 11.0469 -14.8748
H -1.5602 13.2260 -15.0756
C 5.5014 13.6103 -19.6167
H 6.3506 16.2686 -9.7582
H 5.4947 15.8679 -13.7223
H 2.2174 7.2063 -19.5037
C 10.9012 10.3780 -14.4717
H 7.7100 14.1758 -21.5894
C 8.3556 12.4710 -20.3285
H 10.5825 10.5102 -13.4378
C -1.2265 13.3971 -16.0991
H 14.2852 8.1259 -16.1484
H 6.7689 7.1556 -21.7835
H 4.4573 15.6453 -11.1393
S 2.8826 8.7471 -13.2043
C 7.4487 11.2475 -10.1148
C 15.2874 10.4638 -16.5145
S 4.1336 8.2378 -11.3248
C 2.0944 9.5478 -16.7873
C 3.2686 7.4489 -19.4539
*
```

Output
Energy ... -157372.8384 eV
⟨S²⟩ ... 0.762

Results of the Mulliken charge analysis, in e, for atoms 1 through 2: -0.197, -0.548